Record 1
Molecular formula: C24H41N6OPdS2Si2
Method: DFT, ωB97M-V with the def2-TZVPD basis set

Geometry (Å):
Pd  0.24  0.58  -0.86
C  1.29  2.65  -2.94
Si  0.22  3.74  -1.76
C  1.08  4.23  -0.13
C  -0.50  5.26  -2.65
C  -1.29  2.61  -1.27
C  -1.82  1.88  -2.40
C  -2.91  2.28  -3.20
C  -3.31  1.45  -4.23
C  -2.63  0.27  -4.48
C  -1.55  -0.05  -3.66
N  -1.18  0.72  -2.65
Si  -2.49  3.02  0.18
C  -3.84  4.22  -0.40
C  -1.69  3.64  1.78
C  -3.06  1.18  0.38
H  2.31  3.04  -3.03
H  0.88  2.68  -3.95
H  1.37  1.59  -2.64
H  2.09  4.59  -0.31
H  1.12  3.43  0.60
H  0.55  5.06  0.33
H  0.31  5.92  -2.94
H  -1.16  5.84  -2.00
H  -1.05  5.01  -3.56
H  -3.38  3.23  -3.02
H  -4.17  1.73  -4.84
H  -2.91  -0.39  -5.29
H  -0.98  -0.95  -3.81
H  -3.44  5.13  -0.84
H  -4.42  4.53  0.47
H  -4.53  3.78  -1.11
H  -1.39  4.68  1.71
H  -0.83  3.06  2.09
H  -2.40  3.60  2.60
H  -3.75  0.92  -0.41
H  -3.56  1.05  1.33
H  -2.22  0.48  0.34
N  2.58  1.25  -0.24
N  2.88  1.11  1.12
C  1.93  0.84  2.03
N  2.29  0.71  3.31
S  0.30  0.66  1.63
H  3.10  0.54  -0.78
H  2.85  2.18  -0.57
H  3.85  1.20  1.43
H  3.24  0.86  3.63
H  1.59  0.53  4.01
C  -1.81  -6.84  0.34
C  -1.01  -6.05  1.37
C  -1.60  -4.66  1.68
N  -1.55  -3.72  0.58
C  -0.57  -2.89  0.24
S  -0.85  -1.83  -1.06
N  0.61  -2.95  0.91
C  1.77  -2.22  0.66
O  1.81  -1.37  -0.22
C  2.90  -2.57  1.53
C  4.20  -2.44  1.03
C  5.29  -2.83  1.78
C  5.10  -3.32  3.07
C  3.82  -3.40  3.60
C  2.72  -3.03  2.84
H  -1.35  -7.82  0.23
H  -1.81  -6.36  -0.63
H  -2.83  -6.99  0.68
H  0.03  -5.97  1.05
H  -1.03  -6.60  2.31
H  -1.09  -4.23  2.54
H  -2.65  -4.78  1.93
H  -2.37  -3.68  -0.01
H  0.69  -3.68  1.62
H  4.34  -2.07  0.02
H  6.28  -2.76  1.37
H  5.95  -3.67  3.64
H  3.68  -3.74  4.61
H  1.74  -3.08  3.30

Output
net charge	+3
spin multiplicity	5
lowest unoccupied orbital energy (spin up / spin down)	-7.9 / -12.2	eV

***

Record 2
Molecular formula: C6H14N2O2
Method: DFT, ωB97M-V with the def2-TZVPD basis set

Geometry (Å):
C  1.36  -2.52  0.81
N  1.23  -1.06  0.89
C  2.23  -0.27  0.49
C  2.21  1.14  1.06
O  3.13  -0.56  -0.25
H  2.28  -2.90  1.38
H  0.42  -3.07  1.03
H  1.35  -3.04  -0.24
H  0.33  -0.90  1.26
H  2.48  1.79  0.20
H  1.24  1.47  1.33
H  2.98  1.25  1.85
C  -2.21  -0.99  -1.71
N  -1.63  -0.09  -0.63
C  -2.00  1.23  -0.46
C  -1.46  1.78  0.80
O  -2.72  1.76  -1.23
H  -2.71  -0.40  -2.42
H  -1.47  -1.66  -2.26
H  -2.99  -1.56  -1.48
H  -0.98  -0.55  0.02
H  -0.42  1.64  0.93
H  -1.80  2.87  0.87
H  -1.97  1.34  1.64

Output
energy above the lowest of the compared OMol25 structures with the same formula, charge and spin	2.457	eV
net charge	0
SMILES	CNC(C)=O.CNC(C)=O
lowest unoccupied orbital energy	0.5	eV